DFT (ωB97M-V/def2-TZVPD) results for a molecular structure, C12H7Cl3N3O14Rh.

```
40
C12H7Cl3N3O14Rh, DFT ωB97M-V/def2-TZVPD
Rh -0.5076 0.1192 0.9369
O -1.1021 4.4211 2.1599
C -1.1004 3.0794 2.2067
O -0.3457 2.4264 2.8651
C -2.2153 2.5846 1.3197
O -2.2849 1.1679 1.3401
C -3.1849 0.6556 0.3229
C -2.4746 0.4233 -1.0077
O -3.0907 0.4321 -2.0386
O -1.1791 0.2118 -0.9047
H -0.3838 4.7344 2.7300
H -3.1488 2.9892 1.7201
H -2.0817 2.9592 0.3020
H -3.5562 -0.2962 0.6952
H -4.0183 1.3399 0.1808
Cl -0.3232 -3.7123 3.9279
C -1.6708 -2.6246 3.5858
Cl -2.9892 -3.5115 2.8257
Cl -2.2404 -1.8506 5.0692
C -1.1344 -1.5233 2.6575
O -0.2817 -0.7156 3.0423
O -1.5783 -1.4492 1.4616
O 3.9867 -1.4806 -4.9677
N 3.5243 -0.4619 -4.4981
O 3.4853 0.6137 -5.0578
C 2.8677 -0.5679 -3.1906
C 2.8567 -1.7932 -2.5313
C 2.2613 -1.8650 -1.3069
C 1.6046 -0.7772 -0.6809
O 1.0380 -0.9697 0.4595
C 1.6630 0.4440 -1.4054
C 2.2792 0.5411 -2.6472
N 1.1128 1.6750 -0.8792
O 1.1611 2.6697 -1.5421
O 0.6604 1.7310 0.2961
N 2.2796 -3.1596 -0.6081
O 2.6699 -3.1611 0.5370
O 1.8385 -4.1131 -1.2156
H 3.3042 -2.6671 -2.9831
H 2.2988 1.4809 -3.1770
```

## Properties
**Total charge**: 0
**Gap between HOMO and LUMO**: 7.701 eV
**Relative energy (zero: lowest compared OMol25 entry of this formula, charge and spin)**: 6.12 kcal per mole